Molecular formula: C6H7N
Method: DFT, ωB97M-V/def2-TZVPD

Computed properties:
Energy relative to the best compared isomer or geometry (same formula, charge and spin) ... 87.6 kcal/mol
Molar mass ... 93.13 g/mol
HOMO-LUMO gap ... 8.89 eV
Electronic energy ... -7821.847 eV

Structure (ORCA input):
```
! RIJCOSX wB97M-V def2-TZVPD def2/J DEFGRID3
* xyz 0 1
C -0.5956 -0.5128 -0.0769
C 0.6614 0.1611 0.0894
C -1.7775 -0.0393 -0.0051
C 0.1766 -1.8706 0.1177
C 1.3853 -0.9401 0.1996
C 0.9294 1.6390 -0.0648
N -2.7672 0.5942 0.1979
H -0.0548 -2.4531 0.9593
H 0.1719 -2.5543 -0.7384
H 2.3457 -1.2623 0.5042
H 1.9379 1.9885 0.2387
H 0.1242 2.3680 0.2229
H 0.7224 1.9283 -1.1425
H -3.2597 0.9534 -0.5022
*
```

Results of the natural (NBO) charge analysis, in e, for atoms 1 through 6:
1 C -0.271
2 C 0.035
3 C 0.434
4 C -0.379
5 C -0.214
6 C -0.671